# 1
Molecular formula: C6H10N2
Method: DFT, ωB97M-V with the def2-TZVPD basis set

```
18
Properties=species:S:1:pos:R:3:forces:R:3
C -2.598 -0.487 0.203 -2.53 -2.10 -1.11
C -1.009 -0.401 -0.172 -3.62 1.04 0.87
C 1.127 -0.948 -0.427 -3.29 -0.20 -1.33
C 2.495 -0.745 0.039 0.79 0.56 -1.57
C 1.395 0.172 0.457 -3.06 2.12 2.12
C 0.689 1.493 0.089 0.52 0.44 -2.09
H -3.146 -1.608 0.626 2.64 3.26 -0.70
H -3.001 0.404 0.968 1.11 -2.32 -2.57
H -3.200 -0.647 -0.904 1.50 1.55 3.00
H 1.088 -0.706 -1.439 -0.10 0.59 -1.87
H 3.358 -0.643 -0.692 -1.50 0.23 1.04
H 2.656 -1.170 0.915 2.10 -2.59 3.49
H 0.750 -0.248 1.350 2.42 1.02 -0.67
H 1.427 1.923 -0.852 -2.38 -0.25 2.77
H 0.294 2.265 0.993 2.01 -2.00 -2.48
H -1.377 1.835 -0.503 1.73 -3.47 0.09
N -0.307 -1.476 -0.105 1.88 1.27 -0.26
N -0.640 0.987 -0.546 -0.22 0.85 1.29
```
Positions in Å, forces in eV/Å.

## Properties
**HOMO-LUMO gap**: 9.63 eV
**SMILES string**: CC1=N[C@@H]2C[C@H]2CN1
**HOMO level**: -8.773 eV
**LUMO**: 0.86 eV


# 2
Molecular formula: C6H10N2
Method: DFT, ωB97M-V with the def2-TZVPD basis set

```
18
Properties=species:S:1:pos:R:3:forces:R:3
C -1.512 1.552 -0.031 -0.42 -4.22 -0.52
C -0.640 0.518 -0.288 -0.42 -0.59 0.17
C -1.370 -0.744 -0.108 -0.67 3.46 0.30
C -0.856 -2.141 -0.151 -1.98 3.70 -1.00
C 1.673 0.673 0.605 -1.71 -3.94 2.20
C 0.797 0.677 -0.647 -0.56 4.32 1.62
N -2.632 -0.407 0.188 0.60 -0.79 -0.21
N -2.706 0.934 0.235 -0.88 0.44 -0.15
H -1.283 2.541 -0.123 -0.10 2.55 -0.02
H -0.531 -2.309 -1.092 1.54 -0.71 -3.07
H -0.132 -2.209 0.519 3.25 -0.85 2.96
H -1.632 -2.760 -0.015 -2.72 -2.46 0.98
H 1.140 1.039 1.553 0.50 -0.55 -1.53
H 2.490 1.251 0.491 2.86 1.93 -0.44
H 2.090 -0.417 0.864 -1.01 2.19 -0.49
H 0.976 -0.047 -1.329 1.34 -2.38 -2.10
H 1.010 1.715 -1.186 -0.76 -2.04 0.92
H -3.665 1.300 0.145 1.14 -0.06 0.37
```
Positions in Å, forces in eV/Å.

## Properties
**HOMO-LUMO gap**: 9.84 eV
**SMILES string**: CCc1c[nH]nc1C
**HOMO level**: -8.734 eV
**LUMO**: 1.11 eV


# 3
Molecular formula: C6H10N2
Method: DFT, ωB97M-V with the def2-TZVPD basis set

```
18
Properties=species:S:1:pos:R:3:forces:R:3
C 1.374 -1.587 0.451 -0.33 -3.78 -0.99
C -0.992 0.043 -0.064 -4.24 -4.08 -2.58
C -2.590 -0.245 0.142 1.78 -1.20 -0.62
C -0.372 1.158 0.492 3.81 0.40 -2.38
C 0.894 1.856 -0.364 -0.48 -2.25 -1.43
C 1.103 0.592 0.353 1.14 -0.49 1.13
H 0.035 -1.875 1.230 4.00 0.57 -2.05
H 2.491 -1.238 1.543 -2.87 -1.24 -3.49
H 1.689 -2.375 -0.493 -0.54 0.61 3.87
H -2.428 -1.037 -0.864 -2.27 2.30 2.65
H -3.249 0.962 0.135 1.79 -4.50 -0.13
H -2.881 -1.186 1.279 0.96 3.40 -3.52
H -0.922 1.700 1.190 -0.11 0.87 1.37
H 1.049 1.733 -1.566 -0.88 0.53 3.18
H 1.460 2.609 0.128 -0.45 1.22 0.20
H 1.822 0.123 1.294 -1.87 3.03 -2.71
N 0.949 -0.559 -0.581 4.83 0.33 4.71
N -0.315 -0.914 -0.838 -4.27 4.28 2.78
```
Positions in Å, forces in eV/Å.

## Properties
**HOMO-LUMO gap**: 8.70 eV
**HOMO level**: -8.564 eV
**LUMO**: 0.14 eV


# 4
Molecular formula: C6H10N2
Method: DFT, ωB97M-V with the def2-TZVPD basis set

```
18
Properties=species:S:1:pos:R:3:forces:R:3
C 1.455 1.502 -0.031 -1.32 -3.69 -2.22
C -0.370 0.080 1.078 -3.99 3.42 0.62
C -2.031 0.134 0.658 0.19 -2.37 -1.81
C -2.002 -0.156 -0.714 -0.28 3.35 1.67
C -0.472 0.008 -0.941 -0.76 -0.65 -2.54
C 0.075 -0.921 0.177 -0.28 -7.04 -3.83
H 1.726 1.147 -1.099 0.24 0.54 1.81
H 2.110 0.844 0.722 -1.49 2.21 -1.54
H 1.459 2.561 -0.109 0.47 0.86 0.98
H -0.136 0.139 2.183 -0.02 0.43 -1.47
H -2.963 0.230 1.269 1.29 0.08 -0.26
H -2.815 0.107 -1.533 1.71 -1.04 2.03
H -0.149 0.142 -2.105 -0.33 -0.75 3.04
H -0.613 -1.925 0.314 1.87 1.91 -0.32
H 1.892 -1.428 0.975 -0.64 -0.39 -4.09
H 1.434 -2.293 -0.667 0.48 2.99 2.23
N -0.121 1.120 -0.044 3.42 2.44 2.23
N 1.521 -1.292 -0.133 -0.57 -2.30 3.47
```
Positions in Å, forces in eV/Å.

## Properties
**HOMO-LUMO gap**: 9.06 eV
**HOMO level**: -8.163 eV
**LUMO**: 0.90 eV


# 5
Molecular formula: C6H10N2
Method: DFT, ωB97M-V with the def2-TZVPD basis set

```
18
Properties=species:S:1:pos:R:3:forces:R:3
C -2.363 -0.454 0.490 -0.04 -0.03 0.08
C -1.589 -1.144 -0.591 -0.54 0.22 0.19
N -2.176 -1.754 -1.534 0.27 0.11 0.11
C -0.112 -1.041 -0.498 1.38 -1.41 -1.27
N 0.863 -1.648 -0.847 -1.48 0.48 0.51
H -1.517 -2.157 -2.201 0.02 0.04 0.13
H -3.430 -0.597 0.334 0.05 -0.02 -0.03
H -2.137 0.615 0.495 0.02 -0.02 -0.02
H -2.083 -0.846 1.471 0.01 0.01 -0.04
C 2.468 0.347 -0.073 -0.14 -1.37 -0.67
C 1.323 1.063 0.327 -1.68 -1.08 -0.03
C 0.910 2.150 0.941 0.10 0.31 -0.06
H 0.307 0.231 0.017 0.92 1.29 0.54
H 3.077 -0.065 0.730 0.07 0.19 0.01
H 1.933 -0.754 -0.557 1.01 1.46 0.51
H 3.046 0.786 -0.884 0.01 -0.09 0.01
H -0.135 2.354 1.133 -0.01 -0.05 -0.06
H 1.616 2.914 1.248 0.02 -0.04 0.08
```
Positions in Å, forces in eV/Å.

## Properties
**HOMO-LUMO gap**: 10.15 eV
**HOMO level**: -9.874 eV
**LUMO**: 0.28 eV


# 6
Molecular formula: C6H10N2
Method: DFT, ωB97M-V with the def2-TZVPD basis set

```
18
Properties=species:S:1:pos:R:3:forces:R:3
C -2.391 -0.620 0.573 -0.10 -0.09 0.13
C -1.627 -1.164 -0.593 -0.75 0.73 0.24
N -2.218 -1.532 -1.650 0.28 -0.08 0.09
C -0.164 -1.183 -0.452 1.80 -2.55 -1.71
N 0.826 -1.775 -0.729 -2.13 0.67 0.71
H -1.578 -1.857 -2.376 0.04 0.06 0.15
H -3.454 -0.605 0.346 0.05 -0.04 -0.02
H -2.056 0.391 0.808 0.05 0.01 -0.02
H -2.214 -1.231 1.461 0.00 0.02 -0.02
C 2.473 0.335 -0.026 -0.14 -2.27 -0.80
C 1.286 1.087 0.259 -2.77 -1.69 0.02
C 0.966 2.252 0.778 0.18 0.51 -0.19
H 0.328 0.297 0.019 1.58 2.29 0.71
H 3.016 0.007 0.860 0.15 0.28 0.05
H 2.011 -0.745 -0.445 1.70 2.38 0.54
H 3.127 0.793 -0.766 0.06 -0.18 -0.02
H -0.058 2.563 0.930 -0.07 -0.07 -0.02
H 1.728 2.988 1.003 0.07 0.01 0.15
```
Positions in Å, forces in eV/Å.

## Properties
**HOMO-LUMO gap**: 9.95 eV
**SMILES string**: [H]/N=C(/C)C#N.C=CC
**HOMO level**: -9.840 eV
**LUMO**: 0.11 eV


# 7
Molecular formula: C6H10N2O
Method: DFT, ωB97M-V with the def2-TZVPD basis set

```
19
Properties=species:S:1:pos:R:3:forces:R:3
C -1.679 -2.068 1.090 1.02 0.68 0.61
C -0.727 -0.196 -0.136 -4.10 -4.45 0.12
C 0.180 1.659 -1.407 -1.75 1.14 -5.69
C 1.510 1.448 -0.928 1.18 -0.97 1.32
C 1.681 0.451 -0.017 2.31 0.85 -1.10
C 0.643 -0.524 0.425 -1.48 -1.64 -2.39
H -1.598 -1.611 2.114 -0.05 -0.18 -0.89
H -0.637 -2.638 1.018 -2.44 0.35 -0.05
H -2.626 -2.664 1.160 1.23 0.01 -0.62
H -1.780 0.911 -1.456 1.11 -0.47 0.37
H 0.105 1.634 -2.666 0.91 0.60 2.91
H -0.064 2.713 -1.178 -0.37 -0.32 0.15
H 2.290 2.201 -1.261 -0.97 -1.10 0.88
H 2.679 0.438 0.492 -0.78 -0.73 -0.49
H 0.649 -1.684 0.239 1.09 1.77 -1.04
H 1.412 0.832 1.861 -2.51 -3.80 0.14
N -1.831 -1.021 0.032 3.79 2.15 0.96
N -0.821 0.692 -1.126 -1.08 1.32 0.13
O 0.613 -0.573 1.743 2.89 4.78 4.67
```
Positions in Å, forces in eV/Å.

## Properties
**HOMO-LUMO gap**: 6.85 eV
**HOMO level**: -7.899 eV
**LUMO**: -1.05 eV


# 8
Molecular formula: C6H10N2O
Method: DFT, ωB97M-V with the def2-TZVPD basis set

```
19
Properties=species:S:1:pos:R:3:forces:R:3
C -0.809 1.709 0.394 -0.43 0.32 -1.88
C 0.063 1.533 1.352 1.26 -1.47 2.28
C -0.821 0.649 -0.797 -0.38 2.95 2.50
C -0.092 -0.606 -0.351 -0.26 0.16 1.11
C 1.053 0.309 1.318 -0.92 1.98 2.27
C -0.039 -1.576 -1.480 0.88 -1.06 0.22
N 2.121 0.419 2.230 -1.58 2.22 1.51
N 1.080 -0.569 2.455 -0.85 -1.13 0.86
O 1.264 -0.343 0.185 -0.86 0.17 -3.27
H -1.383 2.680 0.283 0.30 -1.52 0.33
H 0.057 2.045 2.364 0.33 -0.20 -1.63
H -1.913 0.599 -1.023 1.02 -0.75 -0.31
H -0.276 1.236 -1.518 0.07 -0.41 -1.14
H -0.541 -0.911 0.619 -0.66 -0.76 -1.09
H 0.197 -1.080 -2.390 0.42 0.66 -0.75
H -0.968 -2.066 -1.692 -0.72 -0.24 0.32
H 0.725 -2.347 -1.344 -0.14 0.05 0.22
H 2.969 0.016 1.986 1.53 -1.46 -0.88
H 0.428 -0.340 3.236 1.00 0.51 -0.66
```
Positions in Å, forces in eV/Å.

## Properties
**HOMO-LUMO gap**: 10.16 eV
**SMILES string**: C[C@@H]1CC=CC2(NN2)O1
**HOMO level**: -9.135 eV
**LUMO**: 1.02 eV


# 9
Molecular formula: C6H10N2O2
Method: DFT, ωB97M-V with the def2-TZVPD basis set

```
20
Properties=species:S:1:pos:R:3:forces:R:3
C -0.636 1.749 0.046 1.73 2.84 -1.05
C -0.704 -0.607 0.016 11.61 -3.29 -2.86
C 0.233 0.598 -0.079 -2.50 -2.01 0.62
C 0.043 -1.988 -0.190 -1.77 1.32 2.58
C 1.068 0.651 1.165 -0.28 0.93 1.78
C 1.107 0.396 -1.270 0.63 -0.67 -2.01
N -1.864 1.735 0.225 -1.48 2.12 0.32
N -1.941 -0.752 0.165 -8.84 4.10 3.26
O -2.766 -1.627 0.181 -0.76 -1.83 -0.57
O -2.630 0.712 0.249 -1.28 -2.40 -0.69
H -0.218 2.795 0.067 -0.21 -1.19 -0.03
H -0.745 -2.746 0.093 1.27 0.42 -0.51
H 0.747 -1.852 0.717 -0.33 -1.09 -1.86
H 0.463 -2.170 -1.176 0.30 -0.11 0.25
H 1.540 1.637 1.178 0.74 -0.29 -0.07
H 1.756 -0.184 1.245 0.23 0.17 0.17
H 0.391 0.737 2.054 0.58 -0.55 -0.59
H 1.742 1.271 -1.371 0.09 0.19 -0.41
H 0.632 0.087 -2.284 0.41 0.94 1.83
H 1.782 -0.442 -1.030 -0.12 0.39 -0.16
```
Positions in Å, forces in eV/Å.

## Properties
**HOMO-LUMO gap (alpha / beta)**: 6.17 / 7.32 eV
**HOMO level (alpha / beta)**: -5.483 / -9.286 eV
**⟨S²⟩**: 2.0092
**LUMO (alpha / beta)**: 0.69 / -1.97 eV
**Spin multiplicity**: 3


# 10
Molecular formula: C6H10N2O3
Method: DFT, ωB97M-V with the def2-TZVPD basis set

```
21
Properties=species:S:1:pos:R:3:forces:R:3
C -0.688 0.148 -0.123 3.01 2.50 0.58
C 1.495 1.251 0.307 -1.95 1.34 0.90
C -1.906 0.589 0.188 1.18 -1.67 -0.67
C 2.167 -0.117 0.394 -1.69 0.57 0.14
C 3.545 -0.070 -0.198 0.01 -0.69 1.83
C -4.135 -0.219 -0.367 -1.99 1.48 -3.59
N 0.014 -1.038 -0.237 -1.99 -0.69 1.73
N 1.364 -0.930 -0.499 1.07 -1.66 0.34
O -2.184 1.858 0.552 0.04 0.45 0.10
O 1.774 2.405 0.418 -0.19 -2.20 -0.33
O -2.884 -0.365 0.212 0.15 -0.19 0.95
H 1.979 -0.530 1.394 0.63 0.33 0.05
H 4.277 0.147 0.550 0.44 0.91 0.39
H 3.497 0.621 -0.972 0.57 1.32 -1.41
H 3.876 -1.012 -0.552 -0.17 -1.12 -0.63
H -4.976 -0.078 0.355 0.90 -0.10 -0.29
H -4.444 -1.105 -1.094 1.07 1.43 1.76
H -4.133 0.717 -1.109 -0.12 -1.78 1.65
H -0.107 -1.571 0.663 0.32 0.26 -1.42
H 1.545 -0.535 -1.378 -0.46 0.09 -1.89
H -1.319 2.327 0.640 -0.84 -0.56 -0.20
```
Positions in Å, forces in eV/Å.

## Properties
**HOMO-LUMO gap**: 7.72 eV
**HOMO level**: -7.124 eV
**LUMO**: 0.60 eV


# 11
Molecular formula: C6H10N2O5
Method: DFT, ωB97M-V with the def2-TZVPD basis set

```
23
Properties=species:S:1:pos:R:3:forces:R:3
C -2.994 -0.402 -0.028 -0.50 0.12 -1.40
C -1.710 -0.577 0.804 -0.60 0.12 -0.48
C 0.713 0.103 0.573 -0.85 -0.45 -2.76
C 0.997 1.609 0.196 0.25 0.67 1.18
C 1.674 -0.841 -0.255 -2.34 1.44 3.42
C 3.045 -0.549 0.158 1.36 -1.83 1.25
H -3.297 -0.283 -2.064 -0.51 -0.45 -0.75
H -2.953 1.183 -1.494 -0.11 0.06 0.39
H -3.447 -1.392 -0.205 0.26 0.31 0.26
H -3.745 0.187 0.501 0.24 -0.08 0.36
H -0.799 0.089 -0.938 -0.53 -0.37 0.92
H 0.760 -0.086 1.627 0.00 0.02 0.49
H 1.528 -0.647 -1.268 -0.19 0.04 -1.68
H 1.374 -1.863 0.042 0.43 0.36 -0.37
H 4.776 -0.920 -0.638 -1.49 -0.34 0.09
H -0.227 2.163 1.593 -0.53 -0.45 0.67
N -2.740 0.200 -1.404 0.32 -0.43 1.52
N -0.657 -0.212 0.040 2.03 1.00 0.81
O -1.691 -0.998 1.957 0.14 0.63 -1.02
O 1.683 1.960 -0.728 -0.79 -0.49 0.84
O 3.453 -0.186 1.239 -0.45 0.53 -1.04
O 3.802 -1.110 -0.784 2.77 0.69 -0.70
O 0.456 2.572 1.076 1.09 -1.10 -2.01
```
Positions in Å, forces in eV/Å.

## Properties
**HOMO-LUMO gap**: 10.44 eV
**SMILES string**: NCC(=O)N[C@@H](CC(=O)O)C(=O)O
**HOMO level**: -9.979 eV
**LUMO**: 0.46 eV


# 12
Molecular formula: C6H10N2S
Method: DFT, ωB97M-V with the def2-TZVPD basis set

```
19
Properties=species:S:1:pos:R:3:forces:R:3
C 0.143 1.314 0.791 0.47 0.09 3.86
C -0.783 0.710 0.094 1.10 0.33 -2.04
C 1.332 1.918 0.354 0.00 0.31 -0.50
C 2.431 -0.533 -0.132 0.77 -0.51 0.08
C -1.984 0.160 0.718 1.31 -0.62 0.70
C -0.527 0.342 -1.382 0.81 0.26 0.71
N 2.234 2.553 0.040 0.47 0.43 -0.21
N 2.139 -1.598 0.665 -0.38 -0.89 0.68
S 4.063 -0.048 -0.159 0.51 0.24 -0.42
H 0.086 1.260 1.939 -0.17 0.51 -1.75
H -2.288 0.632 1.633 0.08 0.19 0.45
H -2.720 0.270 -0.003 -1.95 -0.36 -1.10
H -1.691 -0.877 0.892 -0.83 -0.37 0.08
H 0.396 -0.357 -1.363 -1.76 0.73 -0.44
H -1.481 -0.072 -1.695 0.37 -0.64 -0.67
H -0.270 1.179 -2.080 -0.19 -0.46 0.89
H 3.829 1.103 -0.771 0.14 0.49 -0.07
H 1.187 -1.847 0.853 0.01 -0.15 0.15
H 2.890 -2.169 1.069 -0.77 0.42 -0.40
```
Positions in Å, forces in eV/Å.

## Properties
**HOMO-LUMO gap (alpha / beta)**: 6.37 / 7.94 eV
**HOMO level (alpha / beta)**: -5.731 / -9.033 eV
**⟨S²⟩**: 2.0066
**LUMO (alpha / beta)**: 0.64 / -1.09 eV
**Spin multiplicity**: 3